The following is a quantum chemistry calculation of an isolated molecule of C4H7NO, from the OMol25 dataset.

* total energy: -7796.26656 eV
* net charge: 0
* frontier orbital gap: 10.353 eV
* SMILES: O/N=C\C1CC1
* relative energy (zero: lowest compared OMol25 entry of this formula, charge and spin): 77.9 kcal/mol

Bonds (Å) are listed after each position.
Positions of all 13 atoms, in Å:
1 O -0.580 -1.237 2.071  N2 1.395, H7 0.965
2 N -1.105 -1.637 0.842  O1 1.395, C3 1.276
3 C -0.948 -0.742 -0.054  N2 1.276, C4 1.473, H8 1.087
4 C -0.133 0.475 0.107  C3 1.473, C5 1.504, C6 1.524, H9 1.086
5 C 0.280 1.434 -0.974  C4 1.504, C6 1.489, H10 1.086, H11 1.086
6 C 1.145 0.255 -0.692  C4 1.524, C5 1.489, H12 1.091, H13 1.081
7 H -0.784 -1.992 2.637  O1 0.965
8 H -1.288 -1.030 -1.046  C3 1.087
9 H -0.133 0.876 1.116  C4 1.086
10 H -0.244 1.529 -1.920  C5 1.086
11 H 0.661 2.372 -0.579  C5 1.086
12 H 1.070 -0.560 -1.412  C6 1.091
13 H 2.113 0.326 -0.215  C6 1.081